65
Properties=species:S:1:pos:R:3:forces:R:3:lowdin_charge:R:1 method="wB97M-V/def2-TZVPD" gap_ev=6.175 spin_multiplicity=1 e_lumo_ev=1.95 charge=-1
C -2.413 -1.558 1.132 -2.9465 1.1938 -5.5500 0.052
C -3.069 -1.339 0.000 2.8277 0.7272 4.9105 -0.247
N -3.802 -0.668 -1.116 1.0265 -1.4880 2.2357 -0.425
S -4.931 -1.881 -1.740 0.1438 -0.1782 -0.8317 0.730
C -4.578 0.535 -0.580 -0.4947 0.1113 1.3676 -0.300
C -3.630 1.721 -0.025 -0.3437 0.8395 -0.5415 -0.141
C -3.352 2.927 -1.092 -0.5277 0.6266 0.8587 -0.194
C -1.930 3.624 -0.760 -0.2644 -0.6805 0.5968 -0.208
C -0.682 3.138 -1.665 0.6942 1.0006 -0.1435 -0.271
N -1.036 2.650 -3.034 0.3804 0.0168 0.5331 -0.024
C -5.687 0.995 -1.656 -3.6801 1.6067 -4.2938 -0.569
O -6.894 1.205 -1.199 4.3957 -0.8087 -0.3527 -0.130
O -5.463 1.167 -3.034 0.6032 -1.2096 6.2524 -0.238
H -1.743 -1.729 2.059 -1.6736 0.2242 -2.3854 0.034
H -4.990 -1.666 -3.132 0.4809 0.4310 1.5385 -0.103
H -5.158 0.123 0.345 0.7139 0.8960 -1.7024 0.137
H -2.612 1.372 0.383 -1.6644 0.0287 -0.6770 0.093
H -4.201 2.215 0.864 1.0138 -1.0425 -1.4786 0.122
H -3.510 2.626 -2.188 0.5047 0.2435 1.7204 0.096
H -4.168 3.732 -0.862 1.3864 -1.4224 -0.5677 0.114
H -1.676 3.328 0.343 -0.3630 0.7070 -1.8369 0.100
H -2.044 4.768 -0.763 0.3009 -1.6792 -0.2610 0.093
H -0.002 4.076 -1.823 -0.9959 -1.6697 0.5260 0.106
H -0.051 2.340 -1.124 -1.0539 1.1894 -0.6360 0.095
H -0.888 1.635 -3.125 -0.1478 0.9609 -0.0673 0.048
H -0.587 3.191 -3.787 -0.2571 -0.7096 0.7435 0.057
C 1.483 -2.104 -6.452 0.4239 -0.4443 -0.0110 -0.023
C 0.553 -2.214 -5.257 0.4570 -0.1774 -0.9665 -0.343
C -0.692 -1.386 -5.384 -0.6813 -0.0248 -0.3825 -0.105
O -0.999 -1.069 -4.034 0.7385 0.0579 0.4993 0.076
C 0.176 -1.100 -3.348 -0.2155 0.3974 1.1227 -0.522
O 0.321 -0.676 -2.232 0.0527 -0.4062 -1.1590 0.139
O 1.167 -1.672 -4.093 -0.4509 0.3058 0.6182 0.078
H 2.163 -1.255 -6.354 -0.2719 0.0665 0.0276 0.092
H 2.106 -3.000 -6.521 -0.0346 0.1366 -0.0571 0.080
H 0.928 -2.016 -7.391 -0.0231 0.0100 0.1453 0.087
H 0.311 -3.263 -5.059 -0.0720 0.1008 0.0572 0.159
H -1.511 -1.946 -5.841 0.0034 0.1503 0.2058 0.146
H -0.547 -0.453 -5.938 0.1400 -0.0880 -0.0106 0.144
C 4.535 -0.386 -0.744 0.4165 -0.4336 -0.0413 -0.016
C 3.606 -0.501 0.451 0.3909 -0.1429 -1.0343 -0.336
C 2.358 0.321 0.324 -0.7773 -0.1872 -0.6185 -0.110
O 2.050 0.636 1.675 0.7832 0.0651 0.7353 0.071
C 3.226 0.610 2.362 -0.0903 0.3412 0.7095 -0.521
O 3.371 1.034 3.478 -0.0781 -0.4407 -0.9836 0.132
O 4.218 0.043 1.616 -0.5208 0.3882 0.8071 0.081
H 5.212 0.466 -0.645 -0.2661 0.0654 0.0409 0.092
H 5.163 -1.280 -0.814 -0.0345 0.1332 -0.0522 0.080
H 3.980 -0.299 -1.683 -0.0519 -0.0045 0.1641 0.088
H 3.368 -1.551 0.647 -0.0664 0.0998 0.0526 0.160
H 1.542 -0.241 -0.135 0.0139 0.1968 0.1345 0.125
H 2.499 1.256 -0.229 0.1407 -0.0914 -0.0008 0.144
C 3.397 -0.174 6.470 0.5138 -0.0472 -0.0838 -0.021
C 2.577 -1.449 6.548 0.6282 0.9812 -0.4068 -0.339
C 1.097 -1.220 6.458 -0.4476 0.2250 -0.5889 -0.109
O 0.566 -2.294 7.221 0.3889 -0.3014 0.5786 0.064
C 1.523 -2.644 8.127 -0.1243 -0.7003 0.8540 -0.534
O 1.336 -3.368 9.067 0.1967 0.6850 -0.9168 0.144
O 2.720 -2.060 7.826 -0.8010 -0.5824 0.3286 0.080
H 3.515 0.287 7.453 -0.2681 -0.1018 -0.0271 0.092
H 4.403 -0.402 6.106 -0.1273 0.1321 0.0104 0.086
H 2.955 0.551 5.782 0.0498 -0.1813 0.0411 0.068
H 2.912 -2.163 5.788 -0.1202 -0.0167 0.0587 0.158
H 0.736 -1.266 5.427 -0.0631 -0.0739 0.2011 0.143
H 0.769 -0.276 6.906 0.1888 -0.0070 -0.0092 0.143

61
Properties=species:S:1:pos:R:3:forces:R:3:lowdin_charge:R:1 method="wB97M-V/def2-TZVPD" gap_ev=7.837 spin_multiplicity=1 e_lumo_ev=0.02 relative_energy_kj_mol=310.78
C 0.078 2.286 3.823 -0.1553 -2.3750 -6.2650 0.056
C 0.085 1.600 2.690 -0.0500 3.7916 5.8971 -0.144
Si 0.027 0.738 0.952 -0.2713 -0.4689 1.2241 0.341
N -1.347 1.470 0.097 1.8749 -1.3063 -0.0071 -0.098
C -1.614 0.843 -1.241 -1.3669 0.6897 -1.2737 -0.299
C -0.593 1.274 -2.418 0.1541 -0.8880 -0.8885 -0.102
O 1.599 1.092 0.225 -0.7548 4.4431 1.7253 -0.119
C 1.757 2.518 0.381 0.2820 2.1257 -3.5871 -0.265
N 1.871 3.702 0.079 -0.6742 -6.8493 2.3338 0.162
O -0.047 -0.979 1.121 -0.9587 2.7763 0.8355 -0.356
Si -1.035 -1.439 2.480 0.7184 -0.8179 -0.3082 0.578
C -0.076 -2.140 3.981 0.3855 0.4158 0.9739 -0.270
C 1.225 -1.291 4.424 0.9967 -1.9809 1.6617 -0.442
C 2.096 -2.283 5.410 -0.2457 0.5448 -0.5357 -0.081
O 2.116 -0.926 3.339 -0.8386 -0.0641 0.2680 -0.113
H 0.020 3.131 4.608 0.1906 -2.1548 -1.5691 0.064
H -1.300 2.501 0.053 -0.1059 -0.8061 0.0143 0.093
H -1.752 -0.311 -1.145 0.6453 2.0989 -0.0254 0.113
H -2.665 1.232 -1.572 1.7727 -0.8251 0.5811 0.120
H 0.461 1.563 -2.065 -1.6314 -0.5323 -0.2503 0.063
H -0.472 0.340 -3.119 -0.1891 1.8990 1.1413 0.068
H -0.973 2.157 -3.072 0.4558 -1.5537 1.3079 0.085
H -1.940 -2.508 1.990 0.1432 -0.0195 -0.1360 -0.035
H -1.911 -0.332 2.875 0.0811 0.2153 -0.0116 -0.016
H -0.809 -2.110 4.889 1.1215 -0.0843 -1.5659 0.102
H 0.218 -3.250 3.859 -0.3903 1.7304 -0.0145 0.092
H 0.986 -0.365 5.082 0.2155 -1.3397 -1.8222 0.140
H 1.391 -2.980 6.008 1.3385 1.1869 -0.8736 0.082
H 2.764 -1.640 6.105 -1.0777 -1.2686 -1.1256 0.086
H 2.767 -2.899 4.691 -1.0694 0.7890 1.4370 0.086
H 2.483 -1.715 2.876 -0.6669 0.6299 0.7739 0.105
N -0.462 -3.548 -5.496 0.0252 0.0990 0.0652 0.003
C -0.582 -3.400 -4.141 -0.0509 -0.0820 0.0747 -0.136
C 0.221 -2.353 -3.756 -0.2096 -0.1849 0.1344 -0.130
C 0.845 -1.848 -4.923 0.0614 0.0430 -0.3064 -0.119
C 0.402 -2.602 -5.982 0.0488 0.0115 -0.0460 -0.140
H -0.936 -4.244 -6.051 0.0982 0.1726 0.1456 0.147
H -1.226 -4.052 -3.568 0.0606 0.0748 -0.0224 0.101
H 0.345 -1.991 -2.745 0.0033 -0.0667 -0.0850 0.083
H 1.540 -1.022 -4.982 -0.0762 -0.0972 -0.0103 0.092
H 0.628 -2.549 -7.037 0.0022 0.0171 0.1381 0.106
N 2.391 6.856 0.038 0.0270 0.1666 -0.0352 0.001
C 2.682 7.765 -0.944 -0.0574 -0.0176 0.0614 -0.146
C 3.285 8.850 -0.354 -0.0354 -0.0147 -0.2789 -0.125
C 3.366 8.583 1.034 -0.0161 -0.1162 0.2438 -0.125
C 2.809 7.345 1.247 -0.0678 -0.0290 -0.0426 -0.147
H 1.940 5.965 -0.106 0.2078 0.0353 0.0859 0.079
H 2.434 7.562 -1.976 0.0389 0.0511 0.1139 0.102
H 3.630 9.736 -0.866 -0.0329 -0.1067 0.0485 0.086
H 3.786 9.226 1.795 -0.0429 -0.0826 -0.0807 0.086
H 2.674 6.771 2.152 0.0290 0.0770 -0.1028 0.103
N -2.725 -4.333 -0.641 -0.0423 -0.0363 -0.0144 0.001
C -3.982 -3.958 -1.035 -0.0196 0.0644 -0.0405 -0.146
C -4.632 -5.075 -1.502 -0.0800 0.2832 0.0282 -0.116
C -3.737 -6.166 -1.380 0.2496 -0.1289 0.0566 -0.118
C -2.569 -5.679 -0.843 0.0789 -0.0437 -0.0336 -0.149
H -2.024 -3.716 -0.261 -0.1679 -0.1303 -0.0451 0.122
H -4.303 -2.930 -0.952 0.0102 -0.1262 -0.0252 0.104
H -5.641 -5.103 -1.888 0.1158 0.0173 0.0546 0.090
H -3.926 -7.194 -1.653 0.0327 0.1164 0.0464 0.090
H -1.643 -6.173 -0.589 -0.1204 0.0320 -0.0435 0.105

62
Properties=species:S:1:pos:R:3:forces:R:3:lowdin_charge:R:1 method="wB97M-V/def2-TZVPD" gap_ev=6.190 spin_multiplicity=1 e_lumo_ev=-4.93 charge=+1
C -1.138 2.964 4.902 0.7836 0.3533 0.7127 -0.098
C 0.143 3.706 4.228 -0.3616 1.0166 1.1804 -0.258
N 0.009 3.933 2.767 0.3153 -1.0302 -0.0352 -0.040
C -0.092 2.690 1.967 -1.9227 -0.0878 0.1022 -0.321
O 0.178 2.944 0.544 -1.0414 -0.2655 1.3632 -0.148
C -1.039 3.312 -0.143 -0.3136 1.0143 -1.4003 -0.086
C -1.726 2.108 -0.977 0.0510 0.8511 -0.5225 -0.339
F -2.474 2.733 -2.058 1.0476 -1.1599 2.2174 -0.004
F -2.671 1.428 -0.151 1.8194 0.9841 -1.7107 0.011
C -0.680 1.127 -1.698 -0.6262 -0.3490 0.2592 -0.151
C -1.441 -0.135 -2.356 0.1226 0.2554 0.9495 -0.223
Si -0.235 -1.574 -2.852 -0.6963 -0.7780 -0.1442 0.559
C 0.562 -1.239 -4.566 1.0332 0.3435 -0.3858 -0.208
C 1.254 -1.704 -1.603 -0.5424 -0.4228 1.0708 -0.242
C -1.102 -3.306 -2.747 -0.9078 -2.2635 -0.0532 -0.245
C -0.230 -4.512 -3.247 -3.7893 -0.7687 1.5156 -0.083
C -0.819 -5.943 -3.159 -1.6580 3.5550 1.1871 -0.062
C -2.259 -6.098 -2.579 1.0196 2.5641 -0.1047 -0.054
C -3.129 -4.887 -2.088 3.6895 0.9541 -1.3101 -0.046
C -2.537 -3.444 -2.175 2.4403 -3.7149 -1.3089 -0.066
C 0.689 1.415 2.528 0.5804 -0.5078 -0.5298 -0.251
O 0.342 0.298 1.613 -1.2961 -1.1896 1.6691 -0.273
C -0.335 -0.749 2.357 0.8008 -0.3162 -0.3373 -0.986
Cl -0.512 -2.294 1.333 0.4162 1.6162 0.6591 0.552
Br -2.189 -0.251 2.902 1.0884 -0.1306 -0.1601 0.695
C 2.287 1.483 2.590 0.4954 -2.0027 0.7783 -0.561
Br 3.151 3.154 1.983 -0.4033 -0.4320 0.3970 0.776
C 3.037 0.265 1.807 0.7740 0.7411 0.3208 -0.230
C 3.177 0.535 0.227 1.5160 0.3666 0.2093 -0.203
H -0.948 1.855 5.120 -0.3705 1.5237 -0.5244 0.052
H -1.266 3.462 5.938 -0.0134 -0.8793 -1.7337 0.087
H -2.091 3.100 4.293 1.3734 -0.1575 0.7898 0.083
H 0.163 4.755 4.717 0.0672 -1.6667 -0.9605 0.128
H 1.149 3.223 4.547 -1.5427 0.4298 -0.5160 0.108
H 0.688 4.605 2.391 -0.2240 -0.7469 0.2830 0.093
H -1.217 2.402 1.982 1.8650 0.0104 0.3080 0.128
H -1.794 3.863 0.531 1.0786 -1.1779 -0.8931 0.161
H -0.731 4.092 -0.943 -0.4530 -1.3663 1.1979 0.156
H 0.086 0.823 -0.907 -1.1804 0.2654 -0.8615 0.068
H -0.118 1.697 -2.516 -0.9350 -0.3696 1.1076 0.125
H -2.107 -0.590 -1.526 0.8260 0.8470 -1.3843 0.081
H -2.081 0.217 -3.240 0.8329 -0.5887 1.3648 0.109
H 1.193 -0.264 -4.483 -0.8732 -1.1886 -0.1870 0.016
H -0.182 -1.059 -5.412 1.0361 -0.3828 1.1216 0.059
H 1.331 -2.057 -4.848 -1.3910 1.2343 0.3030 0.054
H 0.999 -1.122 -0.643 0.6796 -0.8306 -1.3885 -0.004
H 2.267 -1.383 -2.087 -0.9388 -1.8885 0.6283 -0.020
H 1.411 -2.798 -1.259 -0.0451 1.7843 -0.7560 0.080
H 0.824 -4.305 -3.662 -1.8794 -0.4937 0.7276 0.088
H -0.169 -6.828 -3.492 -1.3953 1.4107 0.6123 0.097
H -2.683 -7.164 -2.511 0.6467 1.9642 -0.0739 0.094
H -4.169 -4.994 -1.638 1.6515 -0.1914 -0.8063 0.091
H -3.092 -2.511 -1.822 0.7663 -1.6985 -0.5795 0.084
H 0.325 1.052 3.565 0.4641 1.3295 -1.5919 0.124
H 0.271 -1.086 3.280 -1.1390 0.7266 -1.4206 0.101
H 2.593 1.336 3.696 -0.4708 0.5920 -1.8390 0.114
H 2.622 -0.761 2.079 0.2372 1.5148 -0.5404 0.118
H 4.119 0.285 2.222 -1.7537 -0.0891 -0.7032 0.125
H 2.296 1.130 -0.205 0.7138 -0.7341 0.7753 0.049
H 4.115 1.201 0.093 -1.6266 -0.9884 0.1774 0.073
H 3.418 -0.438 -0.341 -0.4375 1.1259 1.1488 0.059
Ag 2.557 0.303 -2.268 -0.0034 1.4840 -0.3743 0.805